C57H63N2O19P | ωB97M-V with the def2-TZVPD basis set

**LUMO energy**: -2.064 eV
**Gap between HOMO and LUMO**: 6.73 eV
**M**: 1111.10 g mol⁻¹

Atoms and positions in Å:
C -2.32 -2.39 -1.18
O -3.27 -2.91 -2.13
C -4.16 -1.87 -2.63
C -3.27 -0.72 -3.38
C -4.23 0.24 -4.25
C -3.47 1.38 -5.09
C -1.89 1.13 -5.31
C -1.05 1.73 -4.08
C 0.44 2.23 -4.46
C 1.45 1.92 -3.22
C 0.93 2.84 -2.00
C 1.95 2.96 -0.77
P 0.76 3.29 0.69
N -0.20 2.06 1.07
O 2.47 1.63 -0.38
C 3.39 1.99 0.69
O 3.65 1.26 1.66
O 3.88 3.34 0.44
C 3.34 3.71 -0.89
C 4.51 3.08 -1.85
C 5.99 3.59 -1.39
C 7.13 3.29 -2.48
O 8.37 2.85 -1.82
C 8.81 1.58 -2.35
N 3.48 5.17 -0.95
C 3.42 5.79 -2.28
C 2.52 5.36 -3.52
O 4.18 6.79 -2.46
C 2.83 5.94 0.12
C 1.41 6.64 -0.23
O 3.29 6.13 1.27
H -2.77 -1.54 -0.53
H -1.35 -2.04 -1.71
H -1.98 -3.20 -0.42
H -4.96 -2.28 -3.34
H -4.69 -1.41 -1.72
H -2.73 -0.08 -2.59
H -2.52 -1.32 -4.03
H -4.90 0.79 -3.49
H -4.97 -0.37 -4.90
H -3.95 1.37 -6.15
H -3.67 2.44 -4.69
H -1.57 1.67 -6.27
H -1.60 0.03 -5.44
H -0.90 0.92 -3.27
H -1.66 2.56 -3.57
H 0.37 3.39 -4.52
H 0.81 1.82 -5.46
H 2.54 2.16 -3.54
H 1.32 0.80 -2.97
H -0.01 2.30 -1.59
H 0.53 3.87 -2.35
H -0.10 4.37 0.28
H 1.57 3.75 1.80
H 0.03 1.27 0.45
H 4.57 1.94 -1.77
H 4.32 3.29 -2.97
H 6.01 4.68 -1.04
H 6.25 2.95 -0.46
H 6.83 2.47 -3.22
H 7.35 4.29 -3.01
H 8.06 0.71 -2.14
H 8.94 1.65 -3.50
H 9.80 1.23 -1.87
H 2.78 6.05 -4.41
H 2.68 4.30 -3.90
H 1.41 5.60 -3.28
H 0.90 5.93 -0.99
H 1.54 7.64 -0.77
H 0.71 6.69 0.67
O -1.44 6.69 0.60
C -1.95 7.00 1.66
C -3.42 6.94 1.86
C -3.97 7.28 3.02
C -3.15 7.76 4.16
O -3.66 8.07 5.21
C -1.69 7.82 3.96
C -1.13 7.48 2.80
H -4.00 6.59 1.02
H -5.04 7.24 3.18
H -1.10 8.17 4.80
H -0.06 7.52 2.63
O -6.95 -5.30 3.23
C -6.98 -4.78 2.13
C -8.12 -3.93 1.71
C -8.15 -3.37 0.50
C -7.05 -3.57 -0.47
O -7.08 -3.05 -1.57
C -5.92 -4.42 -0.05
C -5.89 -4.98 1.16
H -8.91 -3.79 2.44
H -8.97 -2.74 0.18
H -5.12 -4.56 -0.77
H -5.07 -5.61 1.49
O 7.29 -2.59 -6.81
C 6.70 -1.70 -6.23
C 5.56 -1.99 -5.34
C 4.90 -1.02 -4.71
C 5.29 0.40 -4.88
O 4.69 1.29 -4.30
C 6.43 0.69 -5.77
C 7.08 -0.28 -6.40
H 5.29 -3.04 -5.22
H 4.06 -1.21 -4.05
H 6.69 1.74 -5.89
H 7.92 -0.09 -7.06
O -4.52 -7.66 1.80
C -4.77 -8.55 2.58
C -6.16 -9.01 2.80
C -6.44 -9.98 3.66
C -5.37 -10.66 4.44
O -5.63 -11.55 5.22
C -3.98 -10.20 4.22
C -3.71 -9.22 3.35
H -6.93 -8.50 2.23
H -7.45 -10.33 3.84
H -3.22 -10.70 4.79
H -2.69 -8.88 3.18
O -7.17 -3.37 7.56
C -6.64 -4.46 7.49
C -6.57 -5.36 8.66
C -5.99 -6.56 8.57
C -5.40 -7.04 7.31
O -4.87 -8.14 7.23
C -5.47 -6.14 6.14
C -6.05 -4.94 6.22
H -7.01 -5.00 9.58
H -5.93 -7.24 9.42
H -5.03 -6.51 5.22
H -6.11 -4.27 5.37
O 7.76 1.38 2.20
C 7.51 0.47 2.98
C 6.13 0.01 3.21
C 5.87 -0.98 4.06
C 6.95 -1.65 4.82
O 6.71 -2.56 5.59
C 8.33 -1.19 4.58
C 8.60 -0.20 3.73
H 5.35 0.51 2.65
H 4.86 -1.33 4.25
H 9.11 -1.69 5.14
H 9.60 0.15 3.54

Atomic partial charges in e from the Löwdin method, atoms 1 to 8:
1 C -0.1393
2 O -0.2502
3 C -0.2183
4 C -0.1918
5 C -0.2016
6 C -0.2079
7 C -0.2110
8 C -0.2174

=====

C57H66Ge2N3O4RhS4 | ωB97M-V with the def2-TZVPD basis set

**LUMO energy (alpha / beta)**: -1.265 / -1.263 eV
**Gap between HOMO and LUMO (alpha / beta)**: 6.30 / 6.30 eV
**M**: 1233.57 g mol⁻¹

Atoms and positions in Å:
Rh -0.84 -1.21 2.37
C -2.14 0.13 6.47
C -1.90 -0.53 5.14
N -1.34 0.07 4.16
O -0.94 1.37 4.36
C -2.32 -1.90 4.92
C -3.06 -2.70 5.95
N -1.96 -2.42 3.78
O -2.16 -3.61 3.43
H -1.52 1.01 6.56
H -1.91 -0.57 7.27
H -3.19 0.42 6.56
H -0.69 1.66 3.47
H -3.93 -2.17 6.31
H -2.41 -2.94 6.80
H -3.37 -3.64 5.49
C -1.68 -5.70 -2.24
C -0.51 -4.75 -2.31
C -0.33 -3.89 -3.39
C 0.73 -3.00 -3.43
C 0.87 -2.05 -4.59
C 1.65 -2.97 -2.38
C 1.51 -3.85 -1.30
C 2.54 -3.93 -0.20
C 0.42 -4.72 -1.28
C 2.81 -2.04 -2.43
C 3.91 -2.38 -3.21
C 5.02 -1.56 -3.27
C 5.05 -0.38 -2.54
C 3.96 -0.02 -1.74
C 2.84 -0.84 -1.70
Ge 1.26 -0.31 -0.61
S 1.42 -0.93 1.51
S 0.69 1.88 -0.60
Ge -1.42 1.01 -0.66
S -2.11 0.65 1.41
S -0.71 -0.96 -1.54
C -2.70 2.09 -1.74
C -2.46 3.46 -1.91
C -3.35 4.22 -2.67
C -4.45 3.63 -3.26
C -4.69 2.28 -3.08
C -3.83 1.50 -2.32
C -4.21 0.07 -2.12
C -3.80 -0.92 -3.02
C -2.94 -0.60 -4.21
C -4.24 -2.23 -2.84
C -5.09 -2.57 -1.80
C -5.57 -3.98 -1.61
C -5.51 -1.57 -0.92
C -5.09 -0.25 -1.07
C -5.63 0.82 -0.17
C -1.31 4.16 -1.27
C -1.38 4.57 0.06
C -2.58 4.29 0.93
C -0.31 5.29 0.60
C 0.81 5.60 -0.15
C 1.92 6.43 0.43
C 0.87 5.17 -1.47
C -0.17 4.45 -2.05
C -0.08 3.97 -3.47
C 4.03 1.24 -0.95
C 3.68 2.47 -1.53
C 3.21 2.57 -2.96
C 3.76 3.62 -0.77
C 4.18 3.60 0.55
C 4.23 4.85 1.38
C 4.54 2.37 1.11
C 4.48 1.20 0.38
C 4.93 -0.10 0.99
H -2.28 -5.64 -3.15
H -2.31 -5.46 -1.39
H -1.33 -6.73 -2.12
H -1.04 -3.91 -4.20
H 0.07 -2.19 -5.31
H 1.83 -2.20 -5.11
H 0.85 -1.02 -4.24
H 2.97 -2.96 0.03
H 3.36 -4.59 -0.51
H 2.10 -4.34 0.71
H 0.30 -5.40 -0.44
H 3.88 -3.32 -3.76
H 5.87 -1.84 -3.88
H 5.91 0.27 -2.57
H -3.17 5.28 -2.78
H -5.14 4.23 -3.85
H -5.56 1.82 -3.54
H -2.53 0.41 -4.16
H -3.53 -0.69 -5.13
H -2.11 -1.31 -4.28
H -3.91 -2.99 -3.53
H -5.36 -4.59 -2.49
H -6.64 -4.00 -1.42
H -5.08 -4.43 -0.75
H -6.18 -1.82 -0.11
H -6.25 0.39 0.61
H -6.24 1.53 -0.74
H -4.83 1.39 0.30
H -3.45 4.03 0.33
H -2.82 5.17 1.53
H -2.37 3.46 1.61
H -0.36 5.61 1.63
H 1.89 6.43 1.52
H 1.83 7.47 0.09
H 2.90 6.07 0.11
H 1.75 5.39 -2.07
H 0.89 4.22 -3.90
H -0.85 4.43 -4.09
H -0.22 2.89 -3.52
H 3.07 1.59 -3.41
H 3.94 3.12 -3.56
H 2.26 3.11 -2.99
H 3.48 4.57 -1.22
H 4.28 5.74 0.75
H 5.09 4.85 2.05
H 3.33 4.93 2.00
H 4.89 2.34 2.14
H 5.28 0.05 2.01
H 5.74 -0.54 0.40
H 4.11 -0.82 1.01
O -2.37 -2.87 0.53
C -1.40 -2.38 0.81
C 2.69 -1.08 5.74
N 2.77 -2.26 4.90
C 4.05 -2.92 4.71
C 1.68 -2.59 4.18
C 1.74 -3.85 3.34
O 0.65 -1.91 4.26
H 3.47 -1.12 6.50
H 1.72 -1.05 6.22
H 2.80 -0.16 5.15
H 4.80 -2.42 5.32
H 4.37 -2.86 3.67
H 4.01 -3.97 5.00
H 1.85 -4.71 4.00
H 2.58 -3.82 2.65
H 0.81 -3.92 2.78

Atomic partial charges in e from the Löwdin method, atoms 1 to 8:
1 Rh 0.6167
2 C 0.0071
3 C -0.2775
4 N -0.1228
5 O -0.0422
6 C -0.2929
7 C -0.0227
8 N -0.2116

=====

C57H67N2P2PtS2Si | ωB97M-V with the def2-TZVPD basis set

**LUMO energy**: -2.862 eV
**Relative energy (zero: lowest compared OMol25 entry of this formula, charge and spin)**: 159.4 kJ/mol
**Total charge**: +1
**Gap between HOMO and LUMO**: 7.44 eV
**M**: 1129.42 g mol⁻¹

Atoms and positions in Å:
Pt 0.08 0.35 -0.59
C 0.30 3.43 -3.16
Si -0.35 2.28 -1.79
C -2.18 2.12 -2.34
C -2.69 2.85 -3.41
C -3.96 2.61 -3.91
C -4.77 1.65 -3.32
C -4.29 0.93 -2.24
C -3.00 1.14 -1.77
P -2.25 0.24 -0.37
C -2.91 1.03 1.17
C -4.45 1.18 1.25
C -4.99 2.53 0.76
C -4.27 3.69 1.42
C -2.78 3.61 1.09
C -2.19 2.31 1.61
C -2.78 -1.56 -0.41
C -2.63 -2.23 0.96
C -3.93 -2.31 1.76
C -5.04 -2.98 0.97
C -5.30 -2.24 -0.33
C -4.02 -2.10 -1.14
C 0.55 3.35 -0.48
C 0.20 4.60 0.01
C 1.08 5.37 0.76
C 2.37 4.90 0.99
C 2.76 3.68 0.47
C 1.87 2.89 -0.25
P 2.25 1.12 -0.76
C 3.31 0.87 -2.27
C 3.10 1.73 -3.53
C 2.05 1.23 -4.51
C 2.22 -0.24 -4.86
C 2.19 -1.05 -3.57
C 3.33 -0.62 -2.66
C 3.44 0.60 0.59
C 3.56 -0.90 0.88
C 4.63 -1.12 1.95
C 6.02 -0.84 1.37
C 5.94 0.14 0.20
C 4.88 1.21 0.46
H -0.26 4.35 -2.94
H 0.13 3.18 -4.21
H 1.34 3.68 -3.03
H -2.10 3.62 -3.88
H -4.32 3.17 -4.76
H -5.77 1.47 -3.69
H -4.95 0.22 -1.75
H -2.62 0.27 1.91
H -4.74 1.06 2.29
H -4.93 0.37 0.70
H -6.06 2.57 0.98
H -4.89 2.62 -0.32
H -4.40 3.65 2.50
H -4.68 4.64 1.08
H -2.24 4.45 1.53
H -2.66 3.68 0.00
H -2.24 2.35 2.71
H -1.13 2.25 1.36
H -1.95 -1.91 -1.03
H -1.86 -1.74 1.56
H -2.27 -3.25 0.79
H -4.26 -1.31 2.05
H -3.74 -2.85 2.69
H -5.95 -3.04 1.57
H -4.75 -4.01 0.74
H -5.75 -1.26 -0.13
H -6.04 -2.78 -0.94
H -4.18 -1.57 -2.08
H -3.73 -3.12 -1.45
H -0.79 5.00 -0.19
H 0.77 6.33 1.16
H 3.07 5.49 1.57
H 3.77 3.36 0.66
H 4.30 1.11 -1.90
H 4.07 1.74 -4.05
H 2.92 2.76 -3.24
H 2.09 1.85 -5.41
H 1.04 1.35 -4.09
H 3.17 -0.40 -5.37
H 1.43 -0.55 -5.54
H 2.27 -2.12 -3.78
H 1.23 -0.87 -3.07
H 4.28 -0.79 -3.19
H 3.36 -1.26 -1.78
H 2.97 1.05 1.47
H 3.84 -1.47 0.00
H 2.61 -1.29 1.20
H 4.57 -2.14 2.33
H 4.42 -0.46 2.79
H 6.48 -1.77 1.03
H 6.67 -0.44 2.14
H 5.71 -0.39 -0.73
H 6.91 0.62 0.04
H 4.93 1.97 -0.32
H 5.12 1.72 1.39
S 0.20 2.93 4.53
C 0.45 3.50 6.12
C 0.85 2.50 6.96
C 0.95 1.25 6.30
C 0.63 1.32 4.97
C 0.62 0.23 3.99
C 0.51 0.53 2.62
N 0.50 -0.39 1.67
C 0.60 -1.69 2.02
C 0.73 -2.10 3.36
C 0.85 -3.50 3.67
C 0.85 -4.42 2.69
C 0.72 -4.04 1.31
C 0.69 -4.97 0.26
C 0.54 -4.54 -1.04
C 0.43 -3.15 -1.26
N 0.46 -2.25 -0.30
C 0.59 -2.68 0.97
C 0.50 -5.47 -2.18
C 0.50 -6.84 -2.14
C 0.45 -7.43 -3.43
C 0.41 -6.50 -4.42
S 0.43 -4.91 -3.80
C 0.72 -1.10 4.34
H 0.30 4.53 6.36
H 1.06 2.65 8.01
H 1.27 0.34 6.79
H 0.47 1.55 2.27
H 0.96 -3.79 4.70
H 0.95 -5.47 2.92
H 0.79 -6.02 0.50
H 0.31 -2.76 -2.26
H 0.54 -7.41 -1.23
H 0.45 -8.49 -3.60
H 0.36 -6.66 -5.48
H 0.79 -1.40 5.38

Atomic partial charges in e from the Löwdin method, atoms 1 to 8:
1 Pt 0.6082
2 C -0.1937
3 Si 0.5150
4 C -0.2870
5 C -0.0846
6 C -0.0582
7 C -0.0577
8 C -0.1009